Computed, not measured: a 5-piece molecular cluster, C18H37F9NO10P overall in a non-equilibrium geometry, with ωB97M-V/def2-TZVPD.

Each line ends with the Mulliken charge.
Geometry (Å):
C -1.82177 1.75915 -3.09429  -0.84
O 1.43588 2.94823 2.34442  -0.83
H 3.08954 1.27629 6.51024  0.34
H 0.64876 -0.72324 -3.12398  0.07
C -5.15633 -1.99089 2.46089  -1.25
O -1.21805 -1.07196 0.44281  -0.50
O 3.46380 1.16565 0.34292  -0.94
C -4.11510 -1.56368 1.36979  -0.03
H -3.01066 -4.12147 -3.39894  0.42
H -1.03108 3.48767 -4.09032  0.37
C -0.78581 2.55593 3.36906  0.81
H 0.14247 0.31703 0.17097  0.38
H -4.78705 -2.76823 3.12984  0.30
H 3.96491 1.62897 -1.58541  -0.11
F -1.04380 1.66017 2.38863  -0.17
F -1.51662 3.62512 3.08073  -0.33
H -1.68684 -3.89202 -4.25560  0.42
F 2.33394 4.75545 -4.47066  -0.34
H -1.45350 0.97835 -2.42883  -0.04
H -1.52876 3.75091 -2.35258  0.40
H -5.55633 -1.05430 2.84935  0.36
H -6.03986 -2.49522 2.06957  0.33
H 1.53717 -2.23129 -3.43232  0.39
C 1.36636 -1.43217 -2.71098  -0.81
H -1.87402 -6.56056 1.80527  0.37
C 2.19970 3.64219 -3.77268  0.90
H 0.69150 4.07604 3.97771  0.17
H 0.58913 1.84826 0.88256  0.53
H -0.83979 -3.59976 -2.08945  0.32
N 0.55284 1.23546 0.08052  1.03
H 1.53707 0.93666 6.99859  0.30
O -0.91332 -3.57734 0.53852  -0.29
H 0.61268 3.06122 6.11751  0.26
C -1.01336 3.11008 -3.06797  -0.60
F 6.15352 0.53772 -0.40179  -0.27
C 2.17917 1.79658 6.80793  -1.33
C -1.46055 -5.55539 1.88755  -1.24
O 0.34252 2.82599 -2.63308  0.06
C 0.72180 3.06894 3.56184  -0.25
H 3.51581 -1.35247 -2.82357  0.39
C -2.33797 -3.29261 -3.61932  -1.47
C -1.55052 -2.81519 -2.34907  0.62
H 0.05237 1.70570 -0.66009  -0.15
H -1.12338 -5.59307 -0.15744  0.40
H 0.98773 -1.88316 -1.79374  0.26
H -1.70542 1.22113 -4.03509  0.34
F -1.30250 2.09475 4.53476  -0.34
C 3.86854 0.76590 -0.92669  0.40
O 1.49076 2.22530 4.44679  -0.24
O 2.68488 0.00796 -1.28339  -0.33
C -1.55562 -4.87113 0.53544  -0.23
O 1.71315 3.81560 -1.22623  -0.78
H 2.24907 3.64169 5.76527  0.27
H -2.59518 -4.77753 0.22134  0.38
O -3.17568 -2.58438 1.24879  -0.29
H -0.52735 -5.68723 2.43515  0.31
H -2.82664 -2.55430 -4.25508  0.29
H 0.69543 4.75174 -2.79317  0.10
H -2.85692 1.91969 -2.79298  0.36
H 2.62097 0.06560 -3.46183  0.09
C 5.19023 -0.04087 -1.07956  0.59
F 5.08947 -1.33590 -0.59051  -0.33
H -4.56982 -1.30556 0.41339  0.30
H -1.08696 -1.91112 -2.74388  -0.29
F 5.56416 -0.22197 -2.35321  -0.28
F 3.40259 3.29460 -3.52547  -0.28
C 1.60091 2.76534 5.76543  -0.11
H -3.55187 -0.69604 1.71342  0.17
C 2.70004 -0.65191 -2.64511  -0.44
H -2.18825 -4.98958 2.46928  0.23
H 2.50856 2.24324 7.74607  0.37
P -1.88730 -2.34964 0.23950  0.40
O -2.38830 -2.58516 -1.24608  -0.20
F 1.82493 2.61769 -4.67585  -0.33
H 1.51340 1.11411 -0.20704  -0.20
C 1.24662 3.83857 -2.56868  -0.33

Cartesian forces (eV/Å) of the 6 atoms listed first:
0.8733 0.0989 0.1512
-3.3028 0.8871 2.5732
0.2447 0.3085 -0.7519
-0.4121 -0.2044 0.1498
-0.2090 0.2370 -1.5960
-0.2962 -0.0624 -0.0141

Calculated values
* charge: -2
* Kohn-Sham gap: 4.1 eV
* energy above the lowest of the compared OMol25 structures with the same formula, charge and spin: 4.105 eV


Computed, not measured: a 12-piece molecular cluster, C28H80O20 overall in a non-equilibrium geometry, with ωB97M-V/def2-TZVPD.

Each line ends with the Mulliken spin population.
Geometry (Å):
H 7.17143 2.07019 -0.38265  0.00
O -4.85159 -2.99673 -4.78295  0.00
H 0.10184 -2.78335 -3.46067  0.00
H -1.87742 -3.58674 -3.52846  0.00
H 0.83781 -3.72885 -0.57013  0.01
H -4.29282 -3.60521 0.95044  0.00
H 0.17362 4.27897 -0.14885  0.00
C -3.77101 -1.65107 -3.07332  -0.02
H -3.65448 3.26265 -1.06429  -0.02
H 1.23532 1.79506 4.20956  0.02
H -0.10893 0.68061 0.94328  -0.01
H -4.23520 -2.06250 -2.17702  0.03
O -3.91883 3.22089 1.02396  0.03
H 1.39531 -6.91012 0.58702  0.00
C -2.96982 1.40225 -0.16532  -0.36
C 0.23958 -1.76582 5.11565  0.20
C 0.16548 -0.73612 -4.29139  0.00
H -0.42052 5.87350 -2.74002  0.00
H -2.74380 -5.67600 2.14275  0.03
H 2.89636 1.84128 -3.39963  0.00
H -3.29046 -2.25308 0.98980  0.20
O 1.51183 -0.16246 3.98070  -0.08
H 0.48191 -0.24562 -3.37087  0.00
H 2.86801 3.08749 3.61546  0.01
H -2.86759 -4.66444 -4.45630  0.00
H 1.85132 -4.40947 1.28443  0.00
H 4.64191 3.96209 0.35704  0.00
C 0.30404 0.12247 0.10303  0.15
C -3.96412 2.60245 -0.25413  0.10
H 2.72250 -4.38345 -1.60281  0.00
O 2.33278 2.44048 -1.60698  0.00
C -2.20613 1.43987 3.57385  -0.24
H -1.98883 1.68638 0.21553  0.04
H 1.05014 1.42997 -1.21038  0.00
O 0.82316 -0.11158 -5.32564  0.00
O 0.34052 -1.96918 -1.03621  -0.02
H -0.40672 2.72093 -1.69349  0.00
H 4.15470 4.88141 -2.59063  0.00
H -1.54301 3.99053 -0.03303  0.01
H 2.33802 4.10640 -4.50809  0.00
O 4.44868 3.13179 -0.08439  -0.01
H 4.58925 0.03462 1.24425  -0.01
C 6.27632 1.45031 -0.43408  0.00
H -0.03201 -1.66062 -1.86543  0.01
H -4.38110 -0.82267 -3.43338  0.00
C -0.36930 -1.22538 -0.00441  -0.13
H -4.65688 3.83345 1.06463  0.02
O -3.49715 -3.14081 2.88231  -0.94
H -3.85367 0.60372 1.36843  0.21
C 1.94132 -2.41438 3.39462  0.01
H -4.97633 2.31274 -0.53628  0.05
H -1.41169 -1.17321 -0.31872  -0.06
H -1.84594 -3.85065 0.13904  -0.07
H -2.78379 -1.29699 -2.77644  -0.01
H 1.82084 -0.14778 4.88949  0.02
C -0.77089 4.41276 -0.67619  0.00
H -1.17884 6.57717 -0.10094  0.00
H 0.11699 -1.36337 2.97624  0.14
O -2.57652 -5.46967 1.22023  -0.10
C -1.17958 5.89044 -0.94741  0.01
O -0.84264 3.56550 -1.82867  0.00
H -0.05674 -2.81182 5.03700  0.00
H 5.51400 2.42686 1.41018  0.00
H 2.09932 4.85018 -2.92272  0.00
O -2.04974 2.71247 2.95925  0.00
H -5.01510 0.04214 3.10603  0.60
H -2.77793 2.81377 2.34195  0.06
C -3.41190 -3.22514 1.46779  0.55
H -1.43159 1.34333 4.33468  0.08
H -4.02444 1.92350 4.76848  -0.01
C -2.91516 -3.84786 -3.73586  -0.01
C 0.47736 -2.26520 -4.34306  0.00
H 1.54879 -3.42928 3.45767  0.01
C -2.21863 -4.14544 1.11999  0.08
H 4.00084 -4.55045 -0.29902  0.00
H 1.36714 0.12013 0.34366  0.01
H 3.92653 0.53026 -0.24922  0.00
H 5.98984 1.28084 -1.47201  0.00
H -0.91837 -0.66973 -4.38612  0.00
H 3.11939 2.91433 -1.32717  0.00
H 3.26347 1.27550 1.23593  0.01
C 2.30619 -6.37035 0.32805  0.00
C 1.85643 3.49261 3.64143  0.03
O -4.59802 0.89920 2.99161  -0.77
C 1.98189 -4.88085 0.31034  0.00
C 3.00495 -4.19733 -0.56662  -0.01
H 6.63799 0.49248 -0.06010  0.00
H 1.22845 2.73779 1.68004  0.01
H 0.85470 -1.57175 5.99433  -0.04
O -0.22554 -2.74343 -5.49560  0.00
O 4.00902 4.28791 -3.33098  0.00
H 3.13688 -6.52931 1.01564  0.00
H -3.99363 -2.33324 3.03372  0.53
C -3.64747 -2.60585 -4.26675  0.00
H 1.55684 -2.37095 -4.45096  0.00
H -3.31281 -4.22587 -2.79401  0.00
H -0.45643 3.87844 2.65888  0.00
H 2.57740 -6.66146 -0.68674  0.00
H 3.03054 -3.12566 -0.36921  0.01
O -0.36071 6.39511 -1.93632  0.00
C 4.16429 0.90596 0.74598  -0.01
C -3.65747 1.17167 4.06978  1.11
H -3.12826 -2.07683 -5.06591  0.00
H 2.00993 4.49660 4.03706  0.01
H 1.27521 2.32510 -3.32434  0.00
O 0.92153 2.69516 4.32349  -0.01
H -3.68397 0.27672 4.69144  -0.20
H 1.74043 -0.06275 -5.04666  0.00
C 0.87159 -1.41242 3.76128  -0.30
H -0.68456 -1.20512 5.25599  0.07
C 1.40953 3.68018 2.19698  -0.04
O 0.19112 4.40739 2.18720  -0.01
H -1.93897 0.69287 2.82637  0.00
O 0.76765 -4.65056 -0.31103  0.00
H -5.22602 -3.67542 -4.21657  0.00
H 2.36672 -2.36159 2.39244  0.03
H 2.77310 -2.30390 4.09035  -0.01
C 2.26684 2.63226 -2.99202  0.00
O 0.30289 0.83587 -1.10907  0.01
H -0.40312 -1.82864 0.90280  0.03
H -1.35548 -4.06119 1.78027  0.10
C 2.60490 4.04325 -3.45315  0.00
H -2.76392 1.07674 -1.18501  0.02
O -3.50480 0.30039 0.52707  -0.17
C 5.16604 2.00532 0.46713  0.01
H -2.22551 5.91545 -1.25318  0.00
H 2.16128 4.27178 1.67451  0.00
H 0.14193 -2.39121 -6.30954  0.00

Cartesian forces (eV/Å) of the 6 atoms listed first:
-0.0875 0.3221 -0.3583
-2.0558 -0.1511 -0.9789
0.0970 -0.2552 -0.2446
0.0668 -0.0503 0.0762
-0.8542 0.4740 -0.4012
-0.3111 -0.5272 0.3669

Calculated values
* charge: -1
* multiplicity: 2
* Kohn-Sham gap (spin up / spin down): 1.4 / 8.6 eV


Computed, not measured: one molecule with the formula C3H3NO in a non-equilibrium geometry, with ωB97M-V/def2-TZVPD.

Each line ends with the natural charge from an NBO analysis.
Geometry (Å):
H -3.09596 -1.02513 0.05583  0.24
C -0.00187 0.89326 -0.05768  -0.12
N 1.26112 0.49860 -0.02781  -0.06
H 2.43867 -1.06982 0.28470  0.49
H -0.02513 1.90453 0.06363  0.22
O 1.45028 -0.81984 -0.06010  -0.54
C -1.02708 -0.02008 0.24542  -0.07
C -2.26232 -0.33002 -0.14253  -0.17

Cartesian forces (eV/Å) of the 6 atoms listed first:
0.5027 0.8558 -0.5128
4.4971 -3.7511 1.4385
-0.9248 2.2459 -0.5075
-3.4693 1.5555 -1.4061
-0.7949 2.6633 -0.0428
2.5649 -2.5682 1.4156

Calculated values
* charge: 0
* Kohn-Sham gap: 8.9 eV
* structure (SMILES): C#C/C=N\O
* energy above the lowest of the compared OMol25 structures with the same formula, charge and spin: 5.000 eV


| no. | molar mass (g/mol) |
| --- | --- |
| 1 | 629.45 |
| 2 | 736.93 |
| 3 | 69.06 |